C48H46KN4O2PS2 | the ωB97M-V functional and the def2-TZVPD basis

Values from the calculation:
Calculated total energy = -3963.97608 Eh
HOMO = -1.80 eV
ΔE to the lowest compared entry with this formula, charge and spin = 13.53 kcal per mole
Net charge = -2
LUMO level = 3.97 eV

Positions of all 104 atoms, in Å:
K1 -0.0038 0.8385 -0.3226
C1 2.4712 0.8027 2.5451
C2 2.7271 1.8083 1.4596
C3 3.4118 1.4511 0.3109
C4 3.6852 2.3870 -0.6866
C5 4.4512 1.9564 -1.9058
C6 3.2476 3.6909 -0.5199
C7 2.5392 4.0771 0.6220
C8 2.1047 5.5060 0.7967
C9 2.2763 3.1236 1.5908
H1 2.9974 1.0818 3.4608
H2 2.7978 -0.1934 2.2497
H3 1.4050 0.7668 2.7730
H4 3.7409 0.4283 0.1788
H5 3.8793 1.2415 -2.4983
H6 5.3765 1.4529 -1.6232
H7 4.6975 2.8095 -2.5385
H8 3.4589 4.4306 -1.2862
H9 2.9722 6.1669 0.8622
H10 1.5197 5.6254 1.7086
H11 1.4924 5.8557 -0.0362
H12 1.7062 3.3997 2.4701
O1 -2.6392 2.5175 1.7910
C10 -1.8958 1.5524 2.0610
O2 -0.6782 1.4534 1.8044
C11 -2.5069 0.3722 2.8196
C12 -3.6096 0.6397 3.6250
C13 -4.1741 -0.3410 4.4222
C14 -3.6359 -1.6200 4.4137
C15 -2.5539 -1.8989 3.5963
C16 -1.9780 -0.9264 2.7788
P1 -0.5502 -1.3886 1.6871
C17 0.5650 -2.0925 2.9978
C18 1.5293 -3.0435 2.6771
C19 2.4710 -3.4461 3.6121
C20 2.4781 -2.8988 4.8856
C21 1.5392 -1.9298 5.2106
C22 0.5994 -1.5303 4.2739
C23 -1.0790 -2.9393 0.8510
C24 -0.1784 -3.3532 -0.1315
C25 -0.4088 -4.4930 -0.8835
C26 -1.5700 -5.2237 -0.6838
C27 -2.4936 -4.7986 0.2624
C28 -2.2504 -3.6664 1.0241
H13 -4.0076 1.6450 3.6039
H14 -5.0273 -0.1101 5.0496
H15 -4.0546 -2.3998 5.0394
H16 -2.1308 -2.8974 3.6012
H17 1.5893 -3.4572 1.6788
H18 3.2197 -4.1702 3.3193
H19 3.2225 -3.2078 5.6102
H20 1.5407 -1.4739 6.1933
H21 -0.1122 -0.7600 4.5428
H22 0.7181 -2.7717 -0.3249
H23 0.3171 -4.7881 -1.6328
H24 -1.7670 -6.1055 -1.2810
H25 -3.4226 -5.3392 0.3965
H26 -3.0045 -3.3346 1.7254
C29 1.5274 3.1377 -5.5564
C30 1.8174 3.1692 -4.2001
C31 1.0315 2.4601 -3.3039
C32 -0.0349 1.7088 -3.7719
C33 -0.3379 1.6805 -5.1274
C34 0.4496 2.3920 -6.0162
N1 -0.8822 1.0778 -2.7842
N2 -1.5207 0.0964 -3.2296
C35 -2.5125 -0.4906 -2.3289
C36 -3.4380 -1.2149 -3.0866
C37 -4.5639 -1.7274 -2.4653
C38 -4.6977 -1.5032 -1.0978
C39 -3.7114 -0.8350 -0.3894
C40 -2.5279 -0.2941 -0.9389
H27 2.1331 3.7042 -6.2532
H28 2.6462 3.7552 -3.8284
H29 1.2709 2.5016 -2.2486
H30 -1.1896 1.1029 -5.4585
H31 0.2122 2.3766 -7.0739
H32 -3.2693 -1.3454 -4.1481
H33 -5.3074 -2.2874 -3.0208
H34 -5.5714 -1.8857 -0.5767
H35 -3.8807 -0.7396 0.6837
C41 -3.9262 5.2188 0.9814
N3 -3.1058 5.8455 -0.0264
C42 -1.8662 5.4886 -0.4113
N4 -1.3361 4.3696 0.0703
S1 -1.0302 6.4937 -1.5036
H36 -3.8071 5.7045 1.9561
H37 -3.6807 4.1653 1.0977
H38 -4.9722 5.2871 0.6782
H39 -3.3655 6.7551 -0.3694
H40 -1.8094 3.6878 0.6874
H41 -0.4391 4.1244 -0.3129
S2 3.5682 -2.1966 -0.2947
C43 3.1790 -3.5039 -1.3812
C44 3.4540 -4.8438 -1.0552
C45 3.1757 -5.8844 -1.9216
C46 2.5925 -5.6426 -3.1598
C47 2.2919 -4.3263 -3.4984
C48 2.5789 -3.2877 -2.6337
H42 3.9096 -5.0456 -0.0920
H43 3.4092 -6.9007 -1.6194
H44 2.3646 -6.4569 -3.8369
H45 1.8211 -4.1049 -4.4497
H46 2.3362 -2.2686 -2.9115

Atomic partial charges in e from the Mulliken method, atoms 1 to 99: atom 1 (K): 0.868, atom 2 (C): -1.038, atom 3 (C): 0.801, atom 4 (C): -0.239, atom 5 (C): 0.649, atom 6 (C): -1.479, atom 7 (C): -0.410, atom 8 (C): 0.574, atom 9 (C): -1.451, atom 10 (C): -0.482, atom 11 (H): 0.484, atom 12 (H): 0.183, atom 13 (H): -0.084, atom 14 (H): 0.255, atom 15 (H): 0.201, atom 16 (H): 0.451, atom 17 (H): 0.352, atom 18 (H): 0.272, atom 19 (H): 0.435, atom 20 (H): 0.308, atom 21 (H): 0.204, atom 22 (H): 0.113, atom 23 (O): -1.162, atom 24 (C): 0.075, atom 25 (O): -0.354, atom 26 (C): 0.357, atom 27 (C): -0.633, atom 28 (C): -0.650, atom 29 (C): -0.946, atom 30 (C): -0.489, atom 31 (C): 0.760, atom 32 (P): 1.582, atom 33 (C): 0.180, atom 34 (C): -0.667, atom 35 (C): -0.669, atom 36 (C): -0.554, atom 37 (C): -0.796, atom 38 (C): -0.123, atom 39 (C): 0.583, atom 40 (C): -0.634, atom 41 (C): -0.046, atom 42 (C): -0.824, atom 43 (C): -0.659, atom 44 (C): -0.538, atom 45 (H): 0.407, atom 46 (H): 0.368, atom 47 (H): 0.362, atom 48 (H): 0.694, atom 49 (H): 0.178, atom 50 (H): 0.410, atom 51 (H): 0.352, atom 52 (H): 0.367, atom 53 (H): 0.356, atom 54 (H): 0.145, atom 55 (H): 0.060, atom 56 (H): 0.366, atom 57 (H): 0.361, atom 58 (H): 0.414, atom 59 (C): -0.584, atom 60 (C): -0.560, atom 61 (C): 0.646, atom 62 (C): -0.123, atom 63 (C): -0.351, atom 64 (C): -0.491, atom 65 (N): 0.585, atom 66 (N): -0.490, atom 67 (C): 0.011, atom 68 (C): -0.396, atom 69 (C): -0.638, atom 70 (C): -0.779, atom 71 (C): -0.574, atom 72 (C): 0.339, atom 73 (H): 0.373, atom 74 (H): 0.300, atom 75 (H): -0.384, atom 76 (H): 0.447, atom 77 (H): 0.337, atom 78 (H): 0.412, atom 79 (H): 0.318, atom 80 (H): 0.375, atom 81 (H): 0.190, atom 82 (C): -0.556, atom 83 (N): -0.181, atom 84 (C): 0.480, atom 85 (N): 0.228, atom 86 (S): -0.555, atom 87 (H): 0.226, atom 88 (H): 0.070, atom 89 (H): 0.324, atom 90 (H): 0.200, atom 91 (H): 0.506, atom 92 (H): -0.383, atom 93 (S): -0.477, atom 94 (C): 0.257, atom 95 (C): -0.444, atom 96 (C): -0.527, atom 97 (C): -0.456, atom 98 (C): -0.480, atom 99 (C): -0.506